1.
DFT (wB97M-V/def2-TZVPD) results for a structure of composition C14H32N6O7Ti.

Each line ends with the natural charge from an NBO analysis.
Positions of all 60 atoms, in Å:
1 O -1.74 -3.36 -4.86  -0.72
2 H -1.49 -4.14 -5.37  0.46
3 Ti -0.26 -0.63 -0.33  1.45
4 N -2.18 -0.51 0.63  -0.16
5 N -1.78 -0.07 -1.75  -0.19
6 N 1.67 -1.29 0.30  -0.32
7 N 1.09 -0.98 -2.02  -0.26
8 O -2.44 -1.12 1.75  -0.63
9 O 2.02 -1.51 1.65  -0.60
10 O 0.71 -1.26 -3.32  -0.58
11 O -1.65 -0.26 -3.04  -0.60
12 C -2.98 0.43 -1.30  0.13
13 C -3.08 0.35 0.11  0.09
14 C 2.76 -1.17 -0.46  0.15
15 C 2.44 -1.09 -1.84  0.12
16 C -3.97 1.10 1.04  -0.65
17 H -3.32 1.84 1.54  0.21
18 H -4.41 0.46 1.82  0.24
19 H -4.78 1.65 0.56  0.21
20 C -4.09 0.89 -2.18  -0.66
21 H -4.51 0.09 -2.82  0.24
22 H -3.78 1.72 -2.83  0.23
23 H -4.92 1.25 -1.56  0.21
24 C 4.09 -0.97 0.18  -0.67
25 C 3.48 -1.20 -2.90  -0.66
26 H 4.01 -1.13 1.26  0.25
27 H 4.39 0.08 0.01  0.22
28 H 4.87 -1.62 -0.21  0.23
29 H 3.11 -0.91 -3.88  0.25
30 H 3.89 -2.22 -2.96  0.22
31 H 4.32 -0.54 -2.64  0.21
32 H 1.34 -1.05 2.18  0.46
33 H -0.20 -0.80 -3.39  0.51
34 C -1.67 -3.71 -3.49  -0.25
35 H -2.31 -3.00 -2.97  0.19
36 H -0.64 -3.62 -3.12  0.17
37 H -2.03 -4.73 -3.31  0.15
38 O -0.74 -2.62 0.17  -0.91
39 H 0.08 -3.05 0.49  0.51
40 H -1.40 -2.62 0.89  0.53
41 C 1.18 2.64 -0.05  -0.40
42 N 0.99 2.63 1.39  -0.43
43 C 1.26 3.89 2.06  -0.41
44 C 0.51 1.50 1.92  0.83
45 O 0.13 0.62 1.05  -0.73
46 N 0.50 1.21 3.23  -0.42
47 C 1.11 2.08 4.20  -0.40
48 C -0.16 0.01 3.76  -0.39
49 H 1.67 3.58 -0.32  0.21
50 H 0.21 2.58 -0.58  0.22
51 H 1.81 1.79 -0.37  0.22
52 H 0.42 4.31 2.64  0.21
53 H 2.15 3.82 2.71  0.20
54 H 1.49 4.65 1.30  0.22
55 H 0.61 3.04 4.21  0.20
56 H 1.06 1.67 5.20  0.22
57 H 2.15 2.22 3.94  0.20
58 H -1.25 0.04 3.56  0.26
59 H 0.22 -0.90 3.27  0.19
60 H 0.06 -0.06 4.83  0.21

Spin multiplicity = 3
Expectation value of S² = 2.429
Energy above the lowest of the compared OMol25 structures with the same formula, charge and spin = 17.3 kcal per mole
Calculated total energy = -61419.4713 eV
Molecular weight = 444.31 g/mol
Orbital gap (spin up / spin down) = 5.906 / 6.148 eV
Net charge = 0
Lowest unoccupied orbital energy (spin up / spin down) = 0.04 / 0.04 eV


2.
DFT (wB97M-V/def2-TZVPD) results for a structure of composition C14H32NO2P2SiTi.

Each line ends with the natural charge from an NBO analysis.
Positions of all 53 atoms, in Å:
1 Ti 0.45 -0.02 0.09  1.59
2 P 0.44 1.08 -2.06  0.75
3 C -0.63 -0.08 -2.91  -0.41
4 C -0.85 -1.34 -2.32  0.13
5 N -0.49 -1.56 -1.00  -0.68
6 C -0.71 -2.72 -0.37  0.27
7 C -1.22 -3.80 -1.06  -0.19
8 C -1.56 -3.65 -2.41  -0.11
9 C -1.42 -2.42 -3.03  -0.17
10 C -0.36 -2.83 1.11  -0.76
11 P -0.41 -1.20 1.99  0.79
12 H -1.65 -2.25 -4.07  0.25
13 H -1.32 -4.73 -0.52  0.26
14 H -1.92 -4.51 -2.97  0.27
15 H -1.07 -3.50 1.63  0.28
16 H 0.65 -3.24 1.26  0.28
17 H -3.37 0.54 -2.78  0.46
18 H -1.02 0.08 -3.92  0.25
19 H -3.85 1.67 -0.03  0.49
20 O -4.11 0.93 -2.27  -0.95
21 H -4.80 1.11 -2.95  0.50
22 H -0.27 1.33 0.68  -0.30
23 O -3.42 2.08 0.76  -0.92
24 H -3.13 1.32 1.31  0.45
25 C -2.14 -1.10 2.49  -0.92
26 H -2.42 -1.96 3.11  0.27
27 H -2.26 -0.17 3.04  0.27
28 H -2.76 -1.07 1.59  0.26
29 C 0.50 -1.49 3.52  -0.92
30 H 0.42 -0.58 4.11  0.28
31 H 0.09 -2.34 4.06  0.27
32 H 1.55 -1.66 3.27  0.27
33 C 2.01 0.99 -2.98  -0.91
34 H 1.81 1.24 -4.03  0.27
35 H 2.76 1.65 -2.55  0.28
36 H 2.35 -0.05 -2.92  0.25
37 C -0.22 2.75 -2.31  -0.92
38 H 0.50 3.47 -1.92  0.27
39 H -0.41 2.94 -3.36  0.27
40 H -1.15 2.83 -1.73  0.28
41 C 3.39 0.27 2.39  -1.09
42 Si 2.11 1.27 1.38  0.88
43 C 1.42 2.55 2.60  -1.07
44 C 3.20 2.19 0.11  -1.08
45 H 3.01 -0.15 3.33  0.24
46 H 4.21 0.96 2.65  0.27
47 H 3.84 -0.56 1.82  0.24
48 H 2.27 3.08 3.07  0.26
49 H 0.79 3.30 2.08  0.25
50 H 0.80 2.12 3.41  0.24
51 H 3.94 2.74 0.72  0.28
52 H 3.76 1.53 -0.57  0.24
53 H 2.67 2.93 -0.52  0.23

Spin multiplicity = 2
Expectation value of S² = 0.787
Energy above the lowest of the compared OMol25 structures with the same formula, charge and spin = 115.0 kcal per mole
Calculated total energy = -70175.9348 eV
Molecular weight = 384.32 g/mol
Orbital gap (spin up / spin down) = 7.198 / 5.984 eV
Net charge = +2
Lowest unoccupied orbital energy (spin up / spin down) = -7.57 / -8.77 eV


3.
DFT (wB97M-V/def2-TZVPD) results for a cluster of 2 separate species, C14H32NO7P in total.

Each line ends with the natural charge from an NBO analysis.
Positions of all 55 atoms, in Å:
1 C 7.05 0.29 1.35  -0.25
2 O 5.64 0.35 1.39  -0.55
3 C 5.02 -0.89 1.12  -0.06
4 C 4.96 -1.27 -0.37  -0.44
5 C 4.90 -0.07 -1.34  -0.42
6 C 3.47 0.29 -1.83  -0.40
7 C 3.12 1.77 -1.67  -0.40
8 C 2.90 2.26 -0.23  -0.40
9 C 2.19 1.28 0.71  -0.41
10 C 0.65 1.27 0.58  -0.41
11 C 0.05 -0.14 0.67  -0.22
12 N 0.43 -0.90 -0.54  -0.70
13 C -0.51 -1.90 -0.94  0.89
14 O -0.13 -2.99 -1.30  -0.52
15 O -1.86 -1.59 -0.93  -0.73
16 H 7.43 0.52 2.35  0.18
17 H 7.41 1.05 0.65  0.18
18 H 7.44 -0.67 1.00  0.17
19 H 5.62 -1.66 1.63  0.16
20 H 4.06 -0.92 1.62  0.19
21 H 5.77 -1.95 -0.62  0.20
22 H 4.05 -1.86 -0.51  0.22
23 H 5.41 0.82 -0.97  0.21
24 H 5.45 -0.39 -2.23  0.21
25 H 3.41 0.07 -2.90  0.20
26 H 2.78 -0.39 -1.35  0.21
27 H 3.96 2.34 -2.08  0.21
28 H 2.26 1.98 -2.32  0.19
29 H 3.81 2.62 0.24  0.22
30 H 2.24 3.13 -0.29  0.20
31 H 2.57 0.26 0.66  0.21
32 H 2.40 1.62 1.73  0.21
33 H 0.29 1.80 -0.31  0.20
34 H 0.24 1.80 1.44  0.22
35 H 0.41 -0.63 1.58  0.19
36 H -1.04 -0.02 0.75  0.20
37 H 0.59 -0.22 -1.28  0.39
38 H -1.97 -0.90 -1.60  0.49
39 C -4.69 -1.30 -1.12  -0.27
40 O -5.18 -0.70 0.09  -0.74
41 P -6.38 0.44 -0.09  2.43
42 O -5.63 1.58 -0.67  -1.07
43 O -6.59 0.57 1.52  -0.82
44 C -6.41 -0.55 2.39  -0.24
45 O -7.93 0.89 -0.43  -0.72
46 C -9.00 0.09 0.10  -0.27
47 H -3.93 -2.02 -0.85  0.23
48 H -5.49 -1.81 -1.65  0.17
49 H -4.25 -0.54 -1.76  0.18
50 H -5.40 -0.53 2.81  0.19
51 H -6.58 -1.50 1.89  0.18
52 H -7.12 -0.46 3.21  0.18
53 H -9.19 0.36 1.14  0.19
54 H -8.79 -0.97 0.03  0.17
55 H -9.90 0.31 -0.48  0.20

Structure (SMILES) = COCCCCCCCCCNC(=O)O.COP(=O)(OC)OC
Energy above the lowest of the compared OMol25 structures with the same formula, charge and spin = 42.7 kcal per mole
Calculated total energy = -40147.1282 eV
Molecular weight = 357.38 g/mol
Orbital gap = 9.110 eV
Net charge = 0
Lowest unoccupied orbital energy = -0.53 eV


4.
DFT (wB97M-V/def2-TZVPD) results for a structure of composition C14H33AuN3O2SiTa.

Each line ends with the natural charge from an NBO analysis.
Positions of all 55 atoms, in Å:
1 N 0.65 1.02 -1.44  -0.92
2 C 1.26 1.81 -2.13  0.93
3 O 1.85 2.60 -2.78  -0.40
4 Au 2.64 -2.15 -2.23  0.89
5 Ta 0.08 -0.02 0.12  2.36
6 N -0.80 -1.57 -0.63  -0.74
7 N -1.34 1.17 0.73  -0.73
8 C -1.48 -2.12 -1.79  0.10
9 C -2.08 2.30 0.14  0.12
10 C -1.30 -3.64 -1.88  -0.62
11 C -2.98 -1.86 -1.66  -0.62
12 C -0.92 -1.49 -3.05  -0.58
13 C -1.16 3.51 0.21  -0.61
14 C -3.35 2.62 0.92  -0.63
15 C -2.48 2.00 -1.29  -0.61
16 H -0.24 -3.92 -1.89  0.19
17 H -1.76 -3.95 -2.82  0.25
18 H -1.82 -4.16 -1.07  0.23
19 H -3.38 -2.34 -0.76  0.22
20 H -3.46 -2.31 -2.53  0.24
21 H -3.21 -0.80 -1.63  0.22
22 H -0.99 -0.39 -3.06  0.23
23 H -1.51 -1.89 -3.89  0.26
24 H 0.14 -1.77 -3.18  0.14
25 H -0.87 3.70 1.25  0.22
26 H -1.69 4.38 -0.18  0.24
27 H -0.25 3.34 -0.38  0.20
28 H -3.14 3.00 1.93  0.22
29 H -4.02 1.76 0.98  0.22
30 H -3.87 3.42 0.38  0.25
31 H -2.99 2.90 -1.68  0.25
32 H -3.19 1.17 -1.32  0.21
33 H -1.63 1.78 -1.95  0.20
34 C -0.99 -2.35 0.62  -0.44
35 H -0.55 -1.85 1.51  0.21
36 H -2.06 -2.51 0.82  0.25
37 H -0.49 -3.31 0.50  0.24
38 C -1.44 1.01 2.19  -0.43
39 H -0.74 0.24 2.56  0.20
40 H -1.21 1.94 2.72  0.23
41 H -2.46 0.68 2.44  0.24
42 C 4.51 -0.47 0.08  -1.14
43 Si 3.33 -0.12 1.47  1.86
44 C 3.48 -1.46 2.74  -1.15
45 C 3.76 1.55 2.15  -1.15
46 O 1.71 -0.09 1.06  -1.13
47 H 5.51 -0.49 0.54  0.30
48 H 4.53 0.30 -0.70  0.25
49 H 4.39 -1.44 -0.42  0.18
50 H 4.52 -1.46 3.12  0.27
51 H 2.81 -1.31 3.59  0.26
52 H 3.28 -2.46 2.34  0.24
53 H 3.75 2.35 1.40  0.25
54 H 3.11 1.87 2.97  0.26
55 H 4.79 1.48 2.53  0.27

Energy above the lowest of the compared OMol25 structures with the same formula, charge and spin = 26.3 kcal per mole
Calculated total energy = -36726.8112 eV
Molecular weight = 681.44 g/mol
Orbital gap (spin up / spin down) = 4.560 / 4.562 eV
Net charge = +2
Lowest unoccupied orbital energy (spin up / spin down) = -10.42 / -10.42 eV


Question: Which of these has the lowest energy above the lowest of the compared OMol25 structures with the same formula, charge and spin?
Answer: C14H32N6O7Ti


Question: net charge of number 1 (C14H32N6O7Ti)?
Answer: 0


Question: Among the records above, which one has the highest molecular weight?
Answer: C14H33AuN3O2SiTa


Question: Which of these has the highest calculated total energy?
Answer: C14H33AuN3O2SiTa